Entry 1:
11 unconnected molecules or ions with the total composition C32H93N7O11 at a distorted geometry. Source: the OMol25 dataset; level of theory: ωB97M-V with the def2-TZVPD basis set.

XYZ file:
```
143
Properties=species:S:1:pos:R:3:lowdin_charge:R:1
O 3.65 7.65 2.74 -0.1645
O 6.01 0.03 -2.25 -0.1991
O -2.45 -5.25 6.81 -0.1422
O -4.03 -6.60 -6.51 -0.1982
O -6.03 4.07 -0.71 -0.1243
O -2.38 -1.62 2.22 -0.1290
O 4.91 1.30 7.32 -0.1682
O -7.54 -1.16 0.13 -0.1197
O -2.89 2.44 -8.49 -0.1688
O -0.02 -12.47 -0.74 -0.2026
O -4.02 4.78 6.51 -0.2258
N -5.21 -7.99 -9.79 0.0139
N 8.24 1.74 -4.70 0.0161
N 4.27 10.28 3.76 0.0386
N -1.80 -10.27 -1.08 0.0245
N 7.61 2.74 7.67 0.0350
N -3.27 5.02 -5.92 0.0263
N -1.00 6.78 6.58 0.0314
C 8.95 0.47 -2.82 -0.0606
C -4.48 3.46 6.21 -0.0872
C 6.14 1.08 6.68 -0.2444
C -2.63 4.05 -6.79 -0.4165
C -3.86 -5.23 -6.05 -0.0942
C 6.46 1.00 -3.24 -0.1638
C 5.40 -1.09 -2.88 -0.1088
C -1.83 3.18 -5.82 -0.0797
C 6.95 2.34 6.44 -0.4526
C -4.98 -7.94 -8.37 -0.4177
C -3.67 1.87 -9.48 -0.1154
C -3.68 -5.84 7.23 -0.1546
C 4.07 0.14 7.35 -0.1077
C -3.11 7.54 5.76 -0.0721
C 3.60 6.39 2.12 -0.1278
C 7.85 0.66 -3.88 -0.4678
C -0.21 -11.51 0.28 -0.2041
C 5.28 10.83 1.61 -0.0898
C 7.99 2.14 5.35 -0.0696
C -4.09 -9.21 -8.26 -0.0855
C -0.52 -10.16 -0.45 -0.4141
C -8.71 -1.67 0.76 -0.1733
C -4.29 -6.62 -7.92 -0.1906
C -0.54 -8.90 0.50 -0.0567
C -3.63 3.22 -7.62 -0.2474
C -1.35 -0.70 1.91 -0.1666
C 4.56 8.48 2.06 -0.2117
C -6.71 5.00 0.11 -0.1707
C -2.66 5.01 6.23 -0.1956
C 4.27 9.99 2.32 -0.4359
C -2.42 6.53 6.61 -0.4573
C -0.22 -13.80 -0.24 -0.1033
H 0.42 -8.51 0.83 0.0684
H -6.73 -1.58 0.44 0.0753
H -3.75 -6.73 6.61 0.0788
H 8.39 3.13 5.14 0.0786
H -2.35 2.65 -5.03 0.0779
H 5.01 11.89 1.60 0.0735
H 7.78 -0.21 -4.53 0.1291
H -4.26 3.98 -8.09 0.1155
H 5.62 8.35 2.30 0.1303
H -2.54 4.92 5.15 0.1202
H -6.93 5.88 -0.49 0.0753
H -2.01 -9.43 -1.61 0.0702
H 6.94 2.67 8.42 0.0681
H -4.38 2.70 -7.02 0.1283
H 4.50 -0.61 8.01 0.0854
H 6.19 -1.45 -3.54 0.0787
H -3.85 -9.54 -7.25 0.0654
H -1.05 3.75 -5.31 0.0744
H -2.57 7.64 4.81 0.0773
H -3.69 -5.27 -4.97 0.0819
H -5.57 3.41 6.30 0.0883
H -4.80 -4.67 -6.08 0.0801
H -1.07 -11.77 0.90 0.1197
H 6.75 0.40 7.26 0.1269
H 4.46 -0.79 -3.34 0.0878
H -2.13 -1.99 3.07 0.0695
H 0.13 -13.88 0.79 0.0776
H 8.77 1.45 5.67 0.0810
H -6.11 3.19 -0.33 0.0713
H -3.98 2.65 -10.18 0.0888
H -4.46 -5.13 6.93 0.0749
H -5.87 -8.16 -7.78 0.1327
H -6.13 5.32 0.98 0.0734
H -0.51 6.09 7.13 0.0683
H -1.43 0.16 2.58 0.0747
H -3.69 -5.92 8.32 0.0793
H -3.09 1.10 -9.98 0.0920
H -0.71 6.56 5.64 0.0679
H 3.77 9.49 4.15 0.0554
H 5.85 1.16 -4.13 0.1159
H -4.95 -5.77 -8.07 0.1097
H 3.75 -0.32 6.41 0.0818
H 5.45 10.61 0.55 0.0744
H -3.35 -6.43 -8.45 0.1279
H -1.81 -5.73 7.33 0.0640
H 8.78 -0.32 -2.08 0.0710
H -3.14 -9.13 -8.79 0.0774
H 8.41 2.53 -4.10 0.0693
H -2.91 8.50 6.23 0.0809
H -3.05 -4.71 -6.56 0.0860
H -1.71 -10.99 -1.79 0.0695
H 7.57 1.85 4.38 0.0771
H -2.07 4.29 6.80 0.1182
H 6.26 3.09 6.06 0.1423
H 3.07 0.39 7.72 0.0812
H 3.26 10.21 1.95 0.1329
H 2.90 5.76 2.67 0.0868
H 0.69 -11.55 0.90 0.1230
H -1.20 -9.02 1.37 0.0699
H -2.83 6.63 7.61 0.1368
H 9.17 1.58 -5.08 0.0771
H -4.58 1.44 -9.05 0.0865
H 4.49 8.39 0.97 0.1187
H 4.56 5.87 2.21 0.0850
H 0.28 -14.57 -0.82 0.0854
H -4.12 3.18 5.22 0.0821
H -9.65 -1.14 0.56 0.0769
H -6.03 -8.58 -9.83 0.0768
H 9.10 1.47 -2.41 0.0784
H 6.02 0.67 5.68 0.1165
H -4.18 7.40 5.60 0.0838
H 5.16 -1.90 -2.19 0.0845
H -7.69 4.60 0.36 0.0749
H 9.87 0.08 -3.26 0.0702
H 3.58 10.98 3.97 0.0675
H -0.40 -1.16 2.15 0.0704
H -8.61 -1.69 1.84 0.0710
H 3.35 6.31 1.06 0.0871
H 6.28 10.87 2.05 0.0795
H -1.28 -14.04 -0.16 0.0848
H -1.07 -8.08 0.02 0.0609
H -4.58 -10.13 -8.57 0.0678
H -1.30 -0.51 0.84 0.0811
H -1.26 2.41 -6.34 0.0715
H 6.47 1.96 -2.72 0.1220
H -5.53 -7.07 -10.10 0.0665
H -4.08 5.49 -6.31 0.0625
H -3.73 4.49 -5.19 0.0642
H 8.32 2.08 7.97 0.0684
H 0.25 -10.02 -1.21 0.1271
H -8.90 -2.70 0.45 0.0699
H -1.92 4.54 -7.47 0.1399
H -3.99 2.87 6.98 0.0828
```

HOMO energy in eV: -9.154
HOMO-LUMO gap in eV: 9.4
Maximum force in eV/A: 2.728
ΔE to the lowest compared entry with this formula, charge and spin in eV: 5.603
Electronic energy in Eh: -2485.578725

---

Entry 2:
15 unconnected molecules or ions with the total composition C32H94N4O15 at a distorted geometry. Source: the OMol25 dataset; level of theory: ωB97M-V with the def2-TZVPD basis set.

XYZ file:
```
145
Properties=species:S:1:pos:R:3:lowdin_charge:R:1
O -1.17 2.36 -5.62 -0.0523
O -3.84 -4.48 -0.24 -0.0640
O 5.62 2.73 -1.68 -0.0531
O 1.66 -3.96 4.11 -0.0269
O 1.62 -1.14 -2.30 -0.0635
O 3.67 0.39 -1.25 -0.0889
O 1.97 3.63 1.25 -0.0927
O 1.30 1.41 0.00 -0.0282
O -1.17 0.82 0.76 -0.0612
O -6.61 0.32 -0.56 0.0078
O -5.98 -0.62 4.51 -0.0514
O -1.17 -1.03 -1.33 -0.0244
O -3.01 -2.68 -2.16 -0.0908
O -0.05 2.01 3.03 -0.1135
O -2.91 2.80 0.86 0.0627
N -2.65 3.25 2.94 0.1899
N -4.23 4.22 1.82 0.2094
N -4.42 -0.10 -0.74 0.1939
N -5.85 -1.32 -1.86 0.1840
C 4.04 0.39 1.20 -0.0365
C 4.09 -0.41 -0.14 -0.4384
C 3.33 -2.68 5.43 -0.0421
C 0.02 5.02 1.67 -0.0358
C 1.24 4.73 0.74 -0.4268
C 0.47 -2.74 -3.47 -0.0510
C 0.39 2.68 5.22 -0.0500
C -2.26 -3.86 1.51 -0.0568
C 7.63 1.87 -2.58 -0.0500
C 5.43 -1.09 -0.42 -0.0345
C -1.52 -5.17 -0.58 -0.0433
C -2.71 -4.94 0.47 -0.4070
C -3.11 -1.63 -4.26 -0.0397
C 0.91 4.47 -0.78 -0.0316
C 1.54 0.78 4.26 -0.0424
C -2.58 1.75 -3.77 -0.0503
C 5.50 1.95 -3.88 -0.0571
C -3.30 3.37 1.82 -0.8265
C 6.37 2.68 -2.88 -0.4801
C -4.57 -0.46 4.27 -0.4862
C -3.08 -2.92 -3.49 -0.5215
C -4.38 -0.61 2.79 -0.0624
C -1.15 1.69 -4.32 -0.4433
C 1.86 -2.17 -3.24 -0.4350
C 2.99 -3.63 4.27 -0.5163
C 2.62 -1.56 -4.48 -0.0285
C 0.24 1.51 4.34 -0.4732
C -5.68 -0.32 -1.03 -0.7671
C 3.43 -3.01 2.93 -0.0611
C -4.18 -3.95 -3.84 -0.0117
C -4.00 0.84 4.86 -0.0483
C -0.20 2.39 -3.34 -0.0607
H -4.07 -4.85 -3.24 0.0787
H 4.57 2.47 -4.11 0.0866
H -3.61 -3.74 -0.81 0.0329
H 4.51 -2.88 2.91 0.0722
H 3.56 -1.07 -4.21 0.0564
H -0.52 -5.28 -0.15 0.0601
H -0.66 3.36 -3.15 0.0779
H 4.34 1.07 -1.34 0.0629
H 1.64 3.81 -1.25 0.0656
H -0.62 3.05 5.41 0.0819
H -0.05 4.02 -1.02 0.0630
H -2.61 1.56 -2.70 0.0771
H 1.99 5.51 0.90 0.1228
H -4.72 0.31 2.31 0.0784
H -0.90 0.62 -4.35 0.1062
H -1.95 1.37 0.73 0.0008
H -5.18 -3.54 -3.72 0.0766
H -2.32 -2.05 -1.95 0.0242
H 2.52 -2.98 -2.92 0.1308
H 0.97 5.42 -1.31 0.0739
H -4.29 0.82 -0.35 0.1008
H -4.13 -1.34 4.74 0.1297
H 0.70 2.52 2.73 0.0627
H 2.96 -2.05 2.75 0.0601
H -6.03 -0.73 5.46 0.0760
H 1.04 3.46 4.83 0.0965
H 0.83 2.43 6.18 0.0890
H 2.23 1.49 3.80 0.0910
H -4.49 1.71 4.40 0.0693
H 1.52 0.03 3.47 0.0772
H -2.21 -1.01 -4.24 0.0505
H 2.87 -2.27 -5.27 0.0737
H -1.55 -4.21 2.27 0.0650
H 3.33 -1.16 0.07 0.1301
H -3.48 -1.75 -5.27 0.0956
H -4.25 0.92 5.92 0.0721
H -6.79 -1.60 -2.12 0.1223
H -3.12 2.66 -4.03 0.0875
H -4.39 4.74 2.68 0.1217
H 6.33 -0.47 -0.43 0.0755
H -1.31 -4.39 -1.32 0.0378
H -3.72 -0.81 -0.89 0.0863
H -0.71 1.11 1.55 0.0129
H 6.52 3.65 -3.35 0.1400
H -4.94 -1.45 2.40 0.0880
H 1.88 2.91 0.62 0.0128
H -3.33 -0.78 2.52 0.0736
H 0.53 0.83 0.01 0.0170
H -1.82 2.67 2.97 0.0699
H 3.29 -3.62 2.04 0.0739
H -3.96 -4.31 -4.85 0.0810
H -4.81 4.37 1.01 0.1390
H 4.13 1.47 1.13 0.0821
H 4.73 -0.04 1.93 0.0802
H -2.11 -3.33 -3.78 0.1116
H -1.78 -2.99 1.07 0.0622
H -2.92 0.88 4.72 0.0544
H -0.24 -1.92 -3.62 0.0632
H -0.63 0.88 4.52 0.1391
H 1.96 0.91 -0.48 0.0169
H -1.05 -0.54 -0.52 0.0104
H -5.04 -1.72 -2.31 0.0592
H 2.76 -1.76 5.32 0.0552
H 7.54 0.90 -2.08 0.0719
H 2.46 -0.73 -2.10 0.0394
H 2.97 -3.17 6.34 0.0767
H 0.15 -3.24 -2.56 0.0699
H 1.91 0.40 5.20 0.0845
H 4.37 -2.49 5.67 0.0844
H 6.12 3.23 -1.03 0.1028
H 6.06 1.72 -4.78 0.0870
H -3.19 0.98 -4.26 0.0497
H 0.35 5.27 2.68 0.0688
H 0.83 2.51 -3.65 0.0759
H -0.55 4.10 1.76 0.0459
H -2.93 -5.82 1.07 0.1270
H 8.36 2.51 -2.09 0.0767
H 3.56 -4.53 4.50 0.1317
H -0.28 -1.29 -1.58 0.0131
H -3.81 -0.91 -3.83 0.0616
H 1.62 -4.80 3.66 0.0990
H 0.39 -3.49 -4.26 0.0950
H 5.18 1.00 -3.44 0.0624
H -3.14 -3.48 2.03 0.0616
H -1.68 -6.10 -1.12 0.0655
H -0.60 5.89 1.44 0.0792
H 3.04 0.25 1.60 0.0449
H 5.30 -1.61 -1.37 0.0807
H -0.35 2.22 -6.10 0.0760
H -0.19 1.86 -2.39 0.0634
H 8.16 1.59 -3.49 0.0760
H 5.55 -1.88 0.32 0.0750
H -2.84 3.89 3.70 0.1189
H 2.09 -0.73 -4.96 0.0717
```

HOMO energy in eV: -8.682
HOMO-LUMO gap in eV: 9.0
Maximum force in eV/A: 6.472
Electronic energy in Eh: -2623.245323